No. 1
One molecule with the formula C5H8F3NO2. Source: the OMol25 dataset; level of theory: ωB97M-V/def2-TZVPD.

Values from the calculation:
ΔE to the lowest compared entry with this formula, charge and spin = 0.175 eV
E_HOMO = -10.22 eV
E_LUMO = 0.67 eV
Electronic energy = -700.141605 Ha
Net charge = 0
Structure (SMILES) = CC[C@](N)(C(=O)O)C(F)(F)F

Geometry (Å):
C 1.0650 -1.2091 0.5089
C -1.3164 -0.8391 -1.4939
C -0.3222 0.2691 -1.1046
C 0.4102 0.1858 0.1965
C -0.8362 0.3695 1.3176
N 1.3973 1.2498 0.4752
O 0.3412 -2.1616 0.7274
O 2.3582 -1.1769 0.5742
F -0.2666 0.7556 2.4931
F -1.6265 -0.6728 1.6062
F -1.4945 1.4744 0.9990
H -0.9456 -1.7323 -1.2096
H -2.3027 -0.6764 -0.8419
H -1.6823 -0.7660 -2.4761
H -0.8063 1.1748 -1.2172
H 0.5774 0.3881 -1.8654
H 1.2289 2.0304 1.0781
H 1.5036 1.6711 -0.4392
H 2.7176 -0.3346 0.6718

=====

No. 2
C5H8FN as an isolated structure. Source: the OMol25 dataset; level of theory: ωB97M-V/def2-TZVPD.

Values from the calculation:
ΔE to the lowest compared entry with this formula, charge and spin = 2.061 eV
E_HOMO = -9.65 eV
E_LUMO = 0.93 eV
Electronic energy = -349.843541 Ha
Net charge = 0

Geometry (Å):
C -0.4846 -0.4288 1.2252
C 0.6672 1.2605 -0.2102
C -0.7480 1.6336 0.3491
C 0.5389 -0.6691 0.1912
C 0.0831 -1.5238 -1.0319
N -1.0961 0.6497 1.3624
F 1.7490 -1.0888 0.7430
H -0.9244 -1.3710 1.8145
H 1.0328 1.2228 -1.3068
H 1.4118 1.5886 0.4171
H -0.7345 2.6024 0.9603
H -1.4564 1.6388 -0.4298
H 0.9592 -2.0337 -1.4337
H -0.4213 -1.1099 -1.9360
H -0.5767 -2.3712 -0.7143

=====

No. 3
One molecule with the formula C5H8FNO. Source: the OMol25 dataset; level of theory: ωB97M-V/def2-TZVPD.

Values from the calculation:
ΔE to the lowest compared entry with this formula, charge and spin = 3.097 eV
E_HOMO = -9.81 eV
E_LUMO = 0.87 eV
Electronic energy = -425.091294 Ha
Net charge = 0
Structure (SMILES) = CCC1=NOC[C@H]1F

Geometry (Å):
C -2.4798 0.0950 -0.4363
C -1.6455 -0.9825 0.3317
C -0.2101 -0.5985 0.1882
C 1.7971 0.5579 -0.2456
C 0.4969 0.7537 0.5053
H -2.2572 1.0602 -0.0665
H -3.5576 0.0102 -0.3826
H -2.2466 0.1686 -1.5006
H -1.6867 -1.9408 -0.2491
H -1.9641 -1.0882 1.4366
H 2.6462 0.9257 0.3334
H 1.5688 0.9549 -1.2487
H 0.4736 0.8456 1.6445
N 0.7096 -1.4496 -0.0389
O 1.9996 -0.8643 -0.2376
F -0.1880 1.9081 0.0163

=====

No. 4
One molecule with the formula C5H8FNO. Source: the OMol25 dataset; level of theory: ωB97M-V/def2-TZVPD.

Values from the calculation:
ΔE to the lowest compared entry with this formula, charge and spin = 1.722 eV
E_HOMO = -9.43 eV
E_LUMO = 0.65 eV
Electronic energy = -425.141817 Ha
Net charge = 0
Structure (SMILES) = C[C@]1(F)CNC(=O)C1

Geometry (Å):
C -2.4092 -0.3533 -0.3900
C -0.9520 -0.0645 0.0391
C -0.2696 1.3314 -0.2448
C 1.3350 -0.1936 -0.1059
C 0.0514 -0.9895 -0.5701
H -2.7575 -1.5309 -0.5316
H -2.3695 0.1716 -1.4352
H -3.2589 0.3698 0.0550
H -0.4825 1.6828 -1.3472
H -0.8070 2.1109 0.3153
H 1.7043 1.8030 0.0424
H 0.0420 -1.9851 -0.0626
H 0.1641 -0.9290 -1.6811
N 1.0983 1.0822 -0.0612
O 2.4570 -0.7140 -0.0225
F -0.6791 -0.2155 1.4316

=====

No. 5
A 2-piece molecular cluster, C5H8FNS overall. Source: the OMol25 dataset; level of theory: ωB97M-V/def2-TZVPD.

Values from the calculation:
ΔE to the lowest compared entry with this formula, charge and spin = 4.593 eV
E_HOMO = -8.53 eV
E_LUMO = -0.84 eV
Electronic energy = -747.937122 Ha
Net charge = 0

Geometry (Å):
C -2.2747 -0.9969 -0.3030
C -0.8411 -0.3910 0.0393
C 0.2899 -1.1552 0.2839
C 1.6863 -0.3507 0.2531
C 1.9810 1.0956 0.4381
H -2.5246 -1.1821 0.8834
H -2.9376 -0.2679 -0.8314
H -2.3896 -1.9957 -0.9731
H -0.0021 1.3785 -0.3419
H -1.5989 1.5540 -0.7141
H 0.3100 -2.2042 -0.1676
H 1.3692 1.5279 1.3379
H 3.0750 1.4329 0.8239
N -0.7613 0.9759 0.2328
F 1.5875 1.8715 -0.6986
S 3.0309 -1.2927 -0.2629

=====

No. 6
One molecule with the formula C5H8FNS. Source: the OMol25 dataset; level of theory: ωB97M-V/def2-TZVPD.

Values from the calculation:
ΔE to the lowest compared entry with this formula, charge and spin = 0.253 eV
E_HOMO = -8.09 eV
E_LUMO = -0.11 eV
Electronic energy = -748.096614 Ha
Net charge = 0
Structure (SMILES) = C[C@@H](F)/C(N)=C\C=S

Geometry (Å):
C -0.7582 -1.6087 0.5439
C -0.9108 -0.4843 -0.4865
C -0.1665 0.8101 -0.0793
C 1.2183 0.9095 0.0264
C 2.1231 -0.1367 -0.2756
H -1.4029 -2.4438 0.2459
H 0.2850 -1.9558 0.6660
H -1.1808 -1.1660 1.4721
H -0.6192 -0.7849 -1.4724
H -1.8871 1.8578 -0.1958
H -0.5694 2.6829 0.3059
H 1.6517 1.8643 0.3479
H 1.7282 -1.0679 -0.6985
N -1.0072 1.7901 0.2327
F -2.2537 -0.2097 -0.5074
S 3.7495 -0.0570 -0.1254

=====

No. 7
C5H8FNaO4 as an isolated structure. Source: the OMol25 dataset; level of theory: ωB97M-V/def2-TZVPD.

Values from the calculation:
ΔE to the lowest compared entry with this formula, charge and spin = 0.144 eV
E_HOMO = -7.97 eV
E_LUMO = -0.54 eV
Electronic energy = -758.470334 Ha
Net charge = 0

Geometry (Å):
C 0.8394 1.4099 0.2676
O 0.7869 0.0584 0.5299
Na 0.3156 -0.6059 2.5631
C 1.1592 2.2544 1.5021
H 1.6081 1.6334 -0.5081
H -0.1187 1.8005 -0.1523
H 1.3235 3.3114 1.2422
H 0.3220 2.2216 2.2199
H 2.0689 1.8848 2.0036
C -1.2930 -0.8801 0.3629
O -0.7006 -2.0948 0.1401
C -0.3567 -2.2087 -1.2055
C -0.8068 -0.8859 -1.8238
O -1.6089 -0.3049 -0.7958
O -1.7965 -0.6219 1.4393
F -1.0694 -3.2643 -1.7294
H 0.7070 -2.4423 -1.3121
H 0.0426 -0.2255 -2.0286
H -1.4227 -1.0400 -2.7150

=====

No. 8
C5H8HoO3 as an isolated structure. Source: the OMol25 dataset; level of theory: ωB97M-V/def2-TZVPD.

Values from the calculation:
ΔE to the lowest compared entry with this formula, charge and spin = 0.000 eV
E_HOMO (alpha / beta) = -12.08 / -11.93 eV
Spin multiplicity = 5
E_LUMO (alpha / beta) = -4.62 / -5.18 eV
Electronic energy = -1368.651206 Ha
Net charge = +1

Geometry (Å):
O 1.8913 1.2884 -1.2457
C 2.4163 1.7424 -2.2934
C 3.8897 1.9955 -2.3660
H 1.8092 2.4430 -2.9064
H 4.1680 2.1465 -3.4203
H 4.1342 2.9314 -1.8360
H 4.4695 1.1660 -1.9423
O 0.0514 -0.0911 1.2848
O -0.8038 -1.0307 -0.5452
C -0.8446 -0.8609 2.1850
C -1.4390 0.1275 3.1739
C 0.0423 -0.2132 -0.0527
H -0.1537 -1.5224 2.7359
H -2.0033 -0.4199 3.9450
H -0.6655 0.7253 3.6910
H -2.1356 0.8333 2.6964
Ho -2.1388 -2.1101 0.6219

=====

No. 9
A 2-piece molecular cluster, C5H8INS overall. Source: the OMol25 dataset; level of theory: ωB97M-V/def2-TZVPD.

Values from the calculation:
ΔE to the lowest compared entry with this formula, charge and spin = 5.074 eV
E_HOMO (alpha / beta) = -7.62 / -7.62 eV
E_LUMO (alpha / beta) = 0.03 / 0.03 eV
Electronic energy = -945.714637 Ha
Net charge = 0

Geometry (Å):
C -1.0140 -2.1343 0.6864
C -2.0661 1.2414 -0.2283
C -0.1450 -0.1094 -0.3942
C -1.7611 1.7421 1.1089
C 2.6760 -0.2296 -0.6714
N -0.4403 -1.1837 0.0778
S 1.1736 0.7283 -0.9923
I -3.5790 -0.2433 -0.0328
H -1.4764 -1.9034 1.6901
H -1.4685 -2.9817 0.0563
H -2.4698 2.4916 1.2129
H -0.8188 2.1410 0.9677
H -1.6094 1.0384 1.8671
H 2.4886 -1.1785 -1.1769
H 3.0856 -0.4050 0.3959
H 3.4080 0.2482 -1.1385

=====

No. 10
A 2-piece molecular cluster, C5H8IP overall. Source: the OMol25 dataset; level of theory: ωB97M-V/def2-TZVPD.

Values from the calculation:
ΔE to the lowest compared entry with this formula, charge and spin = 0.000 eV
E_HOMO (alpha / beta) = -5.97 / -9.66 eV
Spin multiplicity = 3
E_LUMO (alpha / beta) = 0.55 / -2.12 eV
Electronic energy = -834.211559 Ha
Net charge = 0

Geometry (Å):
C 1.2619 2.0389 1.1386
C 0.9151 0.7659 1.3336
C 0.0379 0.1858 0.2769
C -0.1847 1.2807 -0.7108
C 0.6638 -1.0608 -0.3604
P 0.5553 2.7494 -0.3692
I -5.2259 0.1509 0.0507
H 1.8970 2.6034 1.7990
H 1.2374 0.1590 2.1652
H -4.3577 -0.0002 -1.2537
H -0.9250 -0.1072 0.7171
H -0.7924 1.1141 -1.5835
H 0.7142 -1.8734 0.3626
H 1.6713 -0.8327 -0.7035
H 0.0722 -1.3895 -1.2133

=====

No. 11
An isolated ion of composition C5H8N and charge +1. Source: the OMol25 dataset; level of theory: ωB97M-V/def2-TZVPD.

Values from the calculation:
ΔE to the lowest compared entry with this formula, charge and spin = 4.990 eV
E_HOMO = -14.61 eV
E_LUMO = -5.04 eV
Electronic energy = -249.641755 Ha
Net charge = +1
Structure (SMILES) = C=[N+](C)C#CC

Geometry (Å):
C -1.5602 0.0213 -0.3961
C -0.3497 -0.1069 -0.2467
C 1.4915 1.1792 0.6640
C -2.8874 0.2300 -0.7704
C 2.0262 -1.1579 0.4401
N 1.2288 0.0215 0.3473
H 2.6169 1.3310 0.7766
H 0.7659 1.9974 0.7886
H -3.4596 0.5922 0.0195
H -3.0665 1.0245 -1.5853
H -3.4951 -0.6236 -1.2119
H 1.5167 -1.9497 1.0786
H 3.0770 -0.9046 0.6871
H 2.0955 -1.6542 -0.5914

=====

No. 12
A 2-piece molecular cluster, C5H8N overall. Source: the OMol25 dataset; level of theory: ωB97M-V/def2-TZVPD.

Values from the calculation:
ΔE to the lowest compared entry with this formula, charge and spin = 7.922 eV
E_HOMO (alpha / beta) = -13.54 / -13.54 eV
E_LUMO (alpha / beta) = -5.40 / -5.40 eV
Electronic energy = -249.533997 Ha
Net charge = +1

Geometry (Å):
C 0.6655 -1.7252 2.1767
C -0.3344 -0.9803 1.9921
C -1.1907 0.4177 -1.4507
C 0.9510 0.8257 -1.0885
C -0.2104 -0.0195 -0.4603
N -0.3244 1.4300 -0.8738
H 1.1512 -2.3548 3.0244
H 1.1720 -1.9538 1.2304
H -1.1046 -0.2944 2.0805
H -1.0193 0.1346 -2.5543
H -2.2591 0.4481 -1.1513
H 1.5677 1.1579 -0.2956
H 1.3634 0.5566 -2.1051
H -0.4279 2.3574 -0.5246

=====

No. 13
An isolated ion of composition C5H8N and charge +1. Source: the OMol25 dataset; level of theory: ωB97M-V/def2-TZVPD.

Values from the calculation:
ΔE to the lowest compared entry with this formula, charge and spin = 4.031 eV
E_HOMO = -14.28 eV
E_LUMO = -3.71 eV
Electronic energy = -249.676993 Ha
Net charge = +1
Structure (SMILES) = [NH3+][C@H]1[C@H]2C=C[C@@H]12

Geometry (Å):
C 1.2837 0.5909 0.5858
C 1.2656 0.5743 -0.7382
C 0.7004 -0.8239 0.6930
C 0.5742 -0.8206 -0.7797
C -0.7241 -0.6978 0.0756
N -1.3945 0.6419 0.1069
H 1.3465 1.3413 1.3923
H 1.2190 1.1796 -1.6388
H 0.9349 -1.4974 1.3768
H 0.8505 -1.6522 -1.4623
H -1.3714 -1.4775 0.2557
H -1.7619 0.8645 -0.9243
H -0.6667 1.2218 0.4200
H -2.2561 0.5549 0.6372

=====

No. 14
An isolated ion of composition C5H8N and charge +1. Source: the OMol25 dataset; level of theory: ωB97M-V/def2-TZVPD.

Values from the calculation:
ΔE to the lowest compared entry with this formula, charge and spin = 5.645 eV
E_HOMO = -14.57 eV
E_LUMO = -4.39 eV
Electronic energy = -249.617710 Ha
Net charge = +1
Structure (SMILES) = CC1=C[N+]12CC2

Geometry (Å):
C -0.1628 1.5358 0.0201
C -0.9197 0.3602 -0.1027
C 1.6261 -0.3248 -0.7103
C 1.5102 -0.3488 0.7494
C -2.1685 -0.3495 0.0946
N 0.5209 0.2618 -0.0169
H -0.0421 2.5531 -0.3370
H 2.4768 0.2359 -1.0354
H 1.3299 -1.1501 -1.2256
H 1.3383 -1.3609 1.1333
H 2.1457 0.1999 1.2753
H -2.0105 -1.0453 0.8362
H -2.5895 -0.8134 -0.8833
H -3.0548 0.2462 0.2024

=====

No. 15
A 2-piece molecular cluster, C5H8N overall. Source: the OMol25 dataset; level of theory: ωB97M-V/def2-TZVPD.

Values from the calculation:
ΔE to the lowest compared entry with this formula, charge and spin = 6.497 eV
E_HOMO (alpha / beta) = -14.08 / -14.07 eV
E_LUMO (alpha / beta) = -6.62 / -6.62 eV
Electronic energy = -249.586397 Ha
Net charge = +1

Geometry (Å):
C -2.1578 -0.2497 0.5938
C -0.9863 -0.5069 0.0273
C 2.2887 0.0027 0.4915
C 1.0485 0.5825 1.2397
C 1.5263 -0.2838 -0.5633
N 0.2409 0.0847 0.2877
H -2.9899 -0.7970 0.1917
H -2.5240 0.5584 1.3153
H -0.8804 -1.3711 -0.6379
H -1.1731 0.7492 -2.3168
H 3.4069 0.1195 0.6432
H 1.0126 0.8827 2.2558
H 1.7163 -0.6802 -1.5741
H -0.5287 0.9090 -1.9538